No. 1
A 12-piece molecular cluster, C27H83N5O12 overall. Source: the Open Molecules 2025 dataset; level of theory: the ωB97M-V functional and the def2-TZVPD basis.

Geometry (Å):
O -1.2669 -0.0555 -0.6132
O 3.6432 -0.7406 -1.9607
O -0.3763 -2.4987 -4.5036
O -0.9065 -2.2568 3.3622
O -3.4642 2.5487 -3.9808
O 1.9877 -4.6161 1.5425
O 0.7756 1.8675 5.2239
O -2.1652 4.6685 0.0355
O -4.0577 0.2919 -0.1640
O -2.6141 -3.9349 1.8874
O 2.5140 1.6876 -2.8059
O 1.5684 1.4150 2.6311
N 4.2141 -3.4453 -4.3465
N -6.1249 1.5066 -3.9160
N 5.4740 -4.4900 0.1931
N -2.2044 -0.2183 4.7525
N 1.3959 3.9403 0.7518
C 4.2615 -2.0283 -3.9038
C 3.3745 -4.3789 1.5377
C 2.8212 0.7295 2.6482
C 3.9390 -6.3866 0.1087
C -0.9635 3.9165 0.1675
C -0.3066 1.0411 5.5736
C 1.7731 1.8827 6.2273
C 0.1273 4.6921 0.8761
C -2.0248 2.2104 4.1697
C -5.0812 1.0501 -4.8606
C -2.2710 2.7096 -3.2603
C -5.0997 1.7961 -6.1880
C -2.8827 4.8770 1.2301
C 3.1264 -0.7650 -0.6481
C -3.7581 1.1804 -4.1737
C 3.6229 -2.0251 -2.5338
C -0.3329 -1.7036 -3.3212
C 1.2695 1.5729 -2.1519
C -3.9481 1.5275 0.5427
C 0.2690 -2.7344 3.9810
C 3.4665 -1.1983 -4.8906
C -3.2078 -3.1991 0.8403
C 0.3477 6.0455 0.2185
C -1.2843 0.8869 4.4410
C 4.0547 -4.8913 0.2731
C 1.2713 -3.6897 0.7609
C -0.9319 -0.0159 0.7651
H -4.9791 2.8656 -6.0160
H 1.3490 1.6879 -1.0650
H 3.1626 0.5774 3.6746
H 0.0421 0.0418 5.8902
H 0.7810 0.6261 -2.3901
H 0.6093 -3.6274 3.4560
H -0.5324 6.6862 0.3051
H -3.6170 2.3286 -0.1255
H 6.0018 -5.0763 0.8409
H -0.9288 -0.8131 -3.4857
H 0.6015 2.3624 -2.5024
H 2.9652 0.8400 -2.7085
H -0.1011 4.8685 1.9350
H -1.3999 2.4609 -3.8810
H 4.8224 -3.9951 -3.7391
H -1.3068 -1.6032 3.9694
H -4.8184 0.3695 -0.7493
H 2.5877 -2.3738 -2.6685
H -2.3007 -3.3039 2.5493
H 3.4157 -0.1527 -4.5844
H 3.2203 0.2110 -0.1845
H -2.0794 0.4298 -0.7899
H -0.1145 -0.6923 0.9975
H -0.6436 3.7253 -0.8579
H -2.1759 3.7659 -3.0054
H -3.4678 3.9950 1.5308
H 0.6177 5.9481 -0.8327
H -3.8155 0.6582 -3.2051
H -3.2745 1.4023 1.3861
H -2.2554 2.1156 -2.3384
H -2.9699 0.6836 -4.7606
H -1.1557 2.9477 0.6494
H -0.7072 0.6406 3.5449
H -1.4046 2.8698 3.5583
H -6.0455 1.6443 -6.7124
H -0.6793 0.9875 1.1180
H 0.2080 -3.8613 0.9443
H 3.5748 -3.2954 1.6066
H 0.4360 -3.0065 -4.5759
H 1.5062 -3.7708 -0.3029
H 2.5926 2.4947 5.8643
H 0.6918 -1.4430 -3.0404
H 3.9205 -1.2244 -5.8828
H -0.7136 -2.2758 -2.4681
H 1.4064 -2.6442 1.0854
H -2.9722 2.0269 3.6630
H -5.9178 2.4781 -3.6916
H 3.5871 -1.5505 -0.0362
H 2.0527 -1.0137 -0.6889
H 1.3449 2.9477 0.9655
H 4.0961 -6.9008 1.0597
H -2.2110 5.1176 2.0600
H 3.5637 -4.3841 -0.5632
H 1.2602 1.5448 3.5391
H 2.6581 -0.2703 2.2286
H -2.4624 -2.6737 0.2208
H -4.9157 1.8343 0.9574
H 5.2916 -1.6606 -3.8502
H 1.0883 -2.0080 3.8416
H 4.6761 -6.7293 -0.6195
H 2.0210 4.3229 1.4530
H 4.7020 -3.5051 -5.2384
H 4.1428 -2.7465 -1.8891
H 5.5862 -3.5601 0.5968
H -2.2343 2.7408 5.1021
H -2.5907 -0.0788 5.6845
H -3.0146 -0.1092 4.1466
H 3.8035 -4.8626 2.4206
H 0.1738 -2.9473 5.0480
H -0.8166 1.4305 6.4736
H -3.5738 5.6996 1.0633
H -3.8968 -2.4293 1.2055
H 2.9643 -6.6834 -0.2777
H 3.5457 1.2706 2.0431
H 1.1710 6.5725 0.7106
H -1.8304 -0.3867 1.2771
H -3.7335 -3.8911 0.1858
H 1.3693 2.2861 7.1625
H -7.0119 1.5456 -4.4105
H 2.1322 0.8691 6.4445
H -5.2496 -0.0158 -5.0344
H 2.4448 -1.5766 -4.9648
H -4.2954 1.4494 -6.8409

Results
Gap between HOMO and LUMO: 9.3 eV
Total charge: 0



No. 2
One molecule with the formula C5H8N2. Source: the Open Molecules 2025 dataset; level of theory: the ωB97M-V functional and the def2-TZVPD basis.

Geometry (Å):
N 2.2308 0.9701 -2.0255
N 0.4002 0.2694 1.0539
C -0.4853 0.6678 -0.8494
C 1.6726 0.2665 0.4945
C -0.3785 -0.4816 0.1442
C -1.7749 -0.8179 0.6762
C 1.6428 0.6642 -1.0659
H 0.0959 -1.3871 -0.2774
H -0.1244 1.6457 -0.5509
H -1.4156 0.7303 -1.4339
H 2.0959 -0.7496 0.4034
H 2.3806 0.9398 0.9820
H -2.4187 -1.1995 -0.1217
H -2.2341 0.0691 1.1229
H -1.6873 -1.5873 1.4477

Results
Gap between HOMO and LUMO (spin up / spin down): 7.9 / 8.9 eV
Total charge: 0



No. 3
A 3-piece molecular cluster, C15H17N4 overall. Source: the Open Molecules 2025 dataset; level of theory: the ωB97M-V functional and the def2-TZVPD basis.

Geometry (Å):
N 0.1460 -1.6487 -0.5812
N 2.2590 -3.0281 1.1841
N 0.0466 4.5125 -2.0447
N -1.4184 0.0905 -0.9211
C 2.3549 -4.2582 0.6652
C -0.0484 5.8373 -2.1411
C -1.5715 4.5923 -0.2766
C -1.2470 -1.1513 -0.5332
C -0.7074 3.9160 -1.1235
C 4.2632 -4.7921 1.9749
C 3.1689 -2.6837 2.0988
C -1.6554 5.9712 -0.3907
C -3.7505 -0.1896 -0.3935
C -3.5423 -1.4887 0.0055
C -2.2498 -1.9364 -0.0788
C -0.8782 6.6102 -1.3414
C -2.6645 0.5116 -0.8455
C 4.1844 -3.5229 2.5235
C 3.3285 -5.1714 1.0251
H -2.3165 6.5382 0.2521
H 3.0689 -1.6843 2.5056
H -2.0260 -2.9545 0.2286
H -0.6051 2.8359 -1.0699
H 4.8949 -3.1897 3.2664
H 0.5752 6.2957 -2.9003
H -2.8491 1.5245 -1.1911
H -0.9128 7.6839 -1.4625
H -4.7338 0.2471 -0.3451
H 0.2108 -2.4501 0.0559
H 1.6066 -4.5170 -0.0788
H 5.0422 -5.4768 2.2829
H -4.3447 -2.1210 0.3486
H -2.1621 4.0544 0.4535
H 0.7360 -0.9050 -0.2001
H 0.4427 -1.8988 -1.5251
H 3.3549 -6.1530 0.5735

Results
Gap between HOMO and LUMO: 8.6 eV
Total charge: +1



No. 4
One molecule with the formula C5H9Cl. Source: the Open Molecules 2025 dataset; level of theory: the ωB97M-V functional and the def2-TZVPD basis.

Geometry (Å):
Cl -1.6770 -0.8176 1.8364
C 0.4451 1.6080 -0.6793
C 0.1072 0.8446 0.4891
C -0.4517 -0.5859 0.4617
C -0.7585 -1.5149 -0.8122
C 0.8930 -0.3269 0.9687
H -1.7534 -1.1069 -1.1036
H -0.2281 2.2250 -1.2483
H 1.0457 -0.4894 2.0039
H 0.9118 0.9139 -1.3619
H 0.0187 -1.3442 -1.5884
H 1.6723 -0.6325 0.3931
H -0.9740 -2.4843 -0.3335
H -0.4131 1.4321 1.2865
H 1.1620 2.2792 -0.3122

Results
Gap between HOMO and LUMO: 10.6 eV
Total charge: 0



No. 5
One molecule with the formula CH2N4OS. Source: the Open Molecules 2025 dataset; level of theory: the ωB97M-V functional and the def2-TZVPD basis.

Geometry (Å):
S 1.8290 -0.2529 -0.3966
O -0.3450 -1.5308 0.1174
N -0.6041 1.8440 -0.0796
N 0.3238 -0.3212 0.5425
N -1.5920 -1.3262 -0.3831
N -1.8891 -0.1173 -0.3626
C -0.5930 0.5861 -0.0148
H 2.5601 -1.2426 0.5014
H 0.3103 2.3610 0.0753

Results
Gap between HOMO and LUMO: 9.9 eV
Total charge: 0



No. 6
C49H56CsN11O5S4 as an isolated structure. Source: the Open Molecules 2025 dataset; level of theory: the ωB97M-V functional and the def2-TZVPD basis.

Geometry (Å):
Cs 1.0402 -0.0073 -0.0152
S -2.7507 2.2805 5.1137
S 4.2283 1.8018 0.2617
S -0.3491 1.2681 -5.2528
S 3.5791 1.8998 5.1364
O 2.1903 1.4055 -1.6774
O 0.1693 2.3294 -1.6264
O 3.6416 3.1035 0.6554
O -4.8641 4.2834 -0.4189
O -8.8061 1.9591 -0.9105
N -3.1713 0.0545 3.5804
N -0.7232 -3.0674 2.1075
N -1.7759 2.6235 -3.4892
N -2.9208 0.5939 -0.0256
N 3.8910 0.2271 2.9832
N -6.8693 3.2778 -0.5308
N 2.9978 -2.0650 -0.8257
N -1.5905 -3.2187 -0.5364
N -1.0170 0.9614 3.7345
N 2.7853 -2.1084 1.8781
N 1.7815 1.1232 3.4532
C 3.7642 -2.7076 1.2728
C 2.6178 5.9340 -1.9146
C -1.9201 -3.4220 1.8069
C -7.7649 2.2790 -0.0068
C -5.4819 3.2374 -0.4957
C -4.1409 -4.1959 2.7893
C 2.1528 -2.7221 3.0294
C -1.7511 1.9796 -4.6969
C 3.0378 0.9769 3.7000
C 3.1889 4.9347 -4.0210
C -3.5976 1.7287 0.0284
C 5.8320 1.7570 1.1554
C 4.0573 -2.2185 -0.1136
C -0.3221 1.9241 4.4277
C 3.2142 6.0274 -3.1649
C 0.7670 -2.9597 -2.2976
C -3.0759 -3.3406 2.6799
C -0.3916 -2.6621 3.4496
C 5.0583 2.0523 -1.3417
C -2.9688 2.0140 -5.4416
C -1.6112 -3.6974 -1.8948
C 5.4092 -1.9852 -0.5664
C -2.7287 -5.2197 0.2260
C 1.6500 -1.8372 -2.8332
C -4.8195 1.9257 -0.6157
C -1.0833 2.7275 5.2165
C -4.0575 2.6934 -4.9826
C -5.3063 0.8798 -1.4026
C -2.2730 0.9775 4.0026
C 0.9300 -1.8955 3.4639
C 6.5670 -2.6081 -0.1803
C -3.9966 3.3851 -3.7531
C 2.5910 3.7478 -3.6203
C -0.6908 -2.8233 -2.7410
C 1.9945 3.6537 -2.3699
C 5.7319 -4.2970 1.4560
C 6.7277 -3.7035 0.6844
C 1.1409 1.8807 4.4039
C 2.0031 4.7555 -1.5212
C 1.9466 2.4201 5.3566
C -2.8407 3.3043 -3.0344
C -3.6767 -5.8600 0.9969
C 4.4475 -3.8705 1.7443
C 3.0697 -1.8679 -2.2491
C 1.4052 2.3510 -1.8651
C -3.3926 -0.4020 -0.7775
C -4.3865 -5.3962 2.1042
C -2.1097 -3.9313 0.4037
C -4.5788 -0.2880 -1.4920
H -3.0561 -2.5029 3.3708
H -0.7997 -3.0926 -3.7980
H 1.7068 -1.8827 -3.9254
H 3.5764 -0.9296 -2.5231
H -4.1474 0.2646 3.6799
H 7.4755 -2.2640 -0.6701
H -1.2603 -4.7382 -1.9766
H -4.9281 -1.1100 -2.1022
H 0.7950 -2.9340 -1.2061
H -0.7739 3.5463 5.8442
H -7.1838 1.3962 0.2610
H -6.2149 1.0033 -1.9789
H -3.9655 -6.8488 0.6453
H 5.7996 1.2638 -1.4746
H 1.1674 -3.9290 -2.6192
H 5.4855 -1.2402 -1.3541
H 6.0378 -5.2020 1.9764
H -2.7926 -1.3119 -0.7880
H 3.4629 -0.5708 2.4503
H -2.7222 3.7893 -2.0743
H -8.2814 2.6389 0.8843
H -8.4078 1.6387 -1.7261
H 3.6483 5.0088 -4.9999
H -0.3155 -3.5545 4.0925
H 4.7943 0.0463 3.3855
H -0.9220 2.5445 -2.8721
H 1.1970 -0.8802 -2.5707
H 5.6121 1.7641 2.2180
H -5.1975 -6.0156 2.4751
H -2.6385 -3.6753 -2.2990
H 2.6406 6.7801 -1.2377
H -2.3891 -5.7585 -0.6531
H -3.1746 2.5208 0.6396
H 3.7032 6.9469 -3.4656
H -4.9729 2.7129 -5.5634
H 3.8956 -4.4785 2.4530
H -2.9066 -0.4315 2.7332
H -1.0044 -1.7793 -2.6288
H 3.6442 -2.6878 -2.7119
H 6.3999 2.6509 0.8981
H 5.5182 3.0404 -1.3547
H -2.9745 1.5042 -6.3935
H 0.8266 -1.0549 2.7796
H 1.8088 -3.7257 2.7481
H -1.1562 -2.0126 3.9010
H 2.8543 -2.8389 3.8729
H 7.7178 -4.1459 0.7263
H 1.6710 3.0173 6.2097
H 1.5414 4.6759 -0.5460
H -7.2041 4.2282 -0.4702
H 4.2847 1.9800 -2.0990
H -4.8639 -3.9485 3.5648
H 6.3668 0.8463 0.8812
H -4.8316 3.9654 -3.3895
H 2.5706 2.8934 -4.2869
H 1.0781 -1.4850 4.4683

Results
Gap between HOMO and LUMO: 4.5 eV
Total charge: -2



No. 7
A 3-piece molecular cluster, C41H46N2O9SSi overall. Source: the Open Molecules 2025 dataset; level of theory: the ωB97M-V functional and the def2-TZVPD basis.

Geometry (Å):
S -5.8385 1.3406 -7.4763
Si 2.2240 -2.3113 4.0733
O -2.6589 -2.4275 -5.4684
O 10.2074 0.2613 2.9773
O 7.8976 1.2413 3.9978
O -5.2413 4.9831 -1.7998
O -3.0353 4.5122 -0.3080
O -7.2014 7.6959 1.4915
O -4.9538 7.2960 2.9501
O 6.7308 -3.2013 4.9617
O 9.0778 -4.1736 4.0208
N -4.0075 -0.0098 -5.9760
N -3.3211 2.4356 -4.2718
C -3.9250 5.8846 1.3716
C -1.7076 1.0146 -3.0271
C 3.0449 -1.3845 2.6205
C -4.2183 2.4409 -5.3092
C 8.8318 -2.8475 3.9804
C -0.1713 -3.0567 2.4102
C -6.2080 6.9233 1.0036
C -1.8950 -3.4921 4.7360
C 3.1877 -3.8622 4.6418
C -0.3480 -3.3102 -1.9602
C -3.6686 6.1131 -4.9068
C -2.4717 -3.6889 3.3725
C 9.4322 -0.5536 3.4429
C -4.5684 1.2301 -6.1341
C -1.3325 -1.4761 -3.6154
C 7.5209 -2.3831 4.5262
C -1.0133 -0.2545 -2.7712
C -4.0162 5.3069 0.1700
C 1.4338 -4.6379 -0.5461
C -0.4854 -3.0616 4.9362
C 8.1328 -0.0866 4.0137
C -6.2376 7.0373 -4.4924
C 1.1625 -3.8592 -1.8980
C -4.8925 3.8476 -5.6030
C 3.0055 -2.6489 0.3170
C 7.2428 -0.9471 4.5173
C -2.7469 1.1765 -4.1150
C 0.4149 -2.8315 3.7591
C -3.0652 -0.0003 -4.9518
C -0.6371 -2.8688 -3.4653
C 9.7204 -1.9876 3.4736
C -5.0033 6.7396 1.8681
C -5.2085 5.5128 -0.7057
C 3.8818 -2.3104 1.6213
C -3.6673 4.8605 -5.8735
C -1.5772 -3.4660 2.2184
C 2.2172 -1.1039 5.5659
C -6.2975 6.3485 -0.1992
C 2.7520 -4.2116 0.2235
C -2.3434 -1.3094 -4.6637
C -5.0727 6.8076 -4.8190
H 2.7489 -4.2330 5.6143
H 0.5282 -4.6429 0.1384
H -7.1625 6.4752 -0.8354
H 4.2846 -3.5850 4.8035
H 1.7670 -1.6555 6.4446
H 1.2646 -4.5320 -2.8077
H -3.7458 5.2540 -6.9369
H -1.9395 -3.6203 1.1673
H -1.4430 1.8981 -2.3914
H 3.6298 -2.3741 -0.5941
H 8.6874 1.6413 3.5842
H -0.2413 -0.2992 -1.9647
H 2.6237 -4.5770 1.2962
H -0.1320 -2.9270 5.9915
H -5.5441 4.1842 -4.7501
H -1.2094 -3.6987 -3.9771
H 1.8423 -2.9820 -2.0861
H -3.5268 -4.0195 3.2128
H -2.5627 -3.6893 5.6110
H -3.2921 5.7775 -3.9034
H 3.0742 -4.7015 3.8966
H 4.1566 -3.3070 2.0895
H -6.8942 7.9912 2.3707
H 6.2978 -0.6222 4.9313
H 1.5743 -5.7305 -0.8327
H -2.9584 6.8809 -5.3396
H 2.2864 -0.7660 2.0526
H -7.2189 7.3401 -4.0565
H -0.9886 -4.2298 -1.7733
H 3.7643 -0.6349 3.0816
H 0.5001 -2.9097 1.5292
H 2.0731 -2.0194 0.2450
H -0.5341 -2.4990 -1.2002
H -2.6674 4.3542 -5.8044
H -3.3407 4.2217 -1.1907
H 0.3666 -2.8128 -3.9859
H 8.2854 -4.5739 4.4285
H -5.0896 1.2910 -8.6464
H -3.3824 -2.8776 -4.9908
H -5.4953 3.8512 -6.5457
H 4.8296 -1.7596 1.3276
H 10.6716 -2.3112 3.0735
H 3.2582 -0.7595 5.8311
H 1.5211 -0.2464 5.3174
H -3.0663 5.7453 2.0142
H 3.6490 -4.7886 -0.1649

Results
Gap between HOMO and LUMO: 6.9 eV
Total charge: 0



No. 8
C20H30ClKO19 as an isolated structure. Source: the Open Molecules 2025 dataset; level of theory: the ωB97M-V functional and the def2-TZVPD basis.

Geometry (Å):
K 10.4979 -4.1592 -0.2549
Cl 7.4968 1.0754 -2.1509
O 6.7414 8.1609 -9.2140
O 8.6150 0.5737 -2.9549
O 0.6749 -0.5183 -6.8314
O 4.9807 8.4093 -7.9099
O 12.1157 3.0504 -9.2361
O -1.2669 -1.0534 -7.6766
O 11.7709 4.5282 -11.0309
O 1.5924 3.7887 3.1356
O 1.9168 2.1878 4.5445
O 0.2163 3.3650 4.9038
O 14.9942 5.3686 4.2183
O 14.5269 5.3964 2.0818
O 13.4408 4.7960 -9.5058
O 12.8572 5.3526 3.4251
O 6.3039 0.5218 -2.7263
O 7.4265 2.5512 -2.1880
O 7.7076 0.5951 -0.8355
O 0.5766 -2.0305 -8.5379
O 4.9296 9.0184 -10.2066
C 5.4759 8.6132 -9.1623
C 7.1619 7.6930 -7.9407
C -0.2961 0.3418 -6.2566
C 14.1656 5.4264 3.3347
C 0.0689 -1.2917 -7.7480
C 5.9283 7.7183 -7.0526
C 2.8522 3.3712 2.8358
C 13.5592 4.8181 0.0261
C 8.3176 8.6619 -7.5060
C 3.7975 4.4552 3.2436
C 13.4056 1.7854 -7.6312
C 13.7757 4.2595 -8.2042
C 12.7125 3.0957 -7.9692
C 12.3173 5.2655 2.1252
C 12.3555 4.1332 -10.0185
C 1.1805 3.1755 4.2561
C 13.4716 5.6710 1.2498
C -1.6493 0.0262 -6.8351
C 0.1393 1.8370 -6.3095
C 2.9026 1.9347 3.5146
H 3.6279 4.6383 4.3046
H 14.4431 5.0480 -0.5688
H 14.3519 1.7684 -8.1718
H 11.9335 3.4000 -7.2702
H 7.9367 9.6386 -7.2075
H -0.2510 -0.0394 -5.2364
H 6.1416 8.0414 -6.0337
H 12.6862 0.9939 -7.8413
H -2.2260 0.7906 -7.3560
H 3.7049 5.4532 2.8152
H 13.5601 3.7715 0.3305
H 3.0385 3.1308 1.7890
H 13.4683 6.7494 1.0918
H 2.5120 1.2313 2.7792
H -0.7023 2.5176 -6.1801
H 0.5057 1.9821 -7.3257
H -2.2844 -0.5421 -6.1555
H 5.6137 6.6896 -6.8767
H 3.8604 1.6002 3.9130
H 12.6131 4.8628 -0.5134
H 14.8097 3.9209 -8.1383
H 11.9283 4.3151 1.7600
H 9.0502 8.7822 -8.3041
H 11.4990 5.9855 2.1120
H 0.9265 2.0789 -5.5954
H 13.6559 5.0497 -7.4630
H 4.8522 4.1862 3.1861
H 7.5798 6.6869 -7.9744
H 8.7816 8.2436 -6.6127
H 13.4287 1.8333 -6.5425

Results
Gap between HOMO and LUMO: 5.4 eV
Total charge: 0